[1]
Molecular formula: C29H35AsNO11S3Ti
Method: DFT, ωB97M-V/def2-TZVPD

Geometry as XYZ:
```
81
C29H35AsNO11S3Ti ωB97M-V/def2-TZVPD
Ti -0.4451 0.9375 0.2741
O 1.1037 3.6337 2.1925
As 0.1447 2.4408 3.0630
O -0.6838 3.1462 4.2571
O -0.9000 1.8205 1.8343
C 1.5780 1.3255 3.8036
C 2.0542 1.9966 4.9340
C 3.1867 1.5655 5.6080
C 3.8688 0.4467 5.1700
C 3.3916 -0.2507 4.0730
C 2.2584 0.1808 3.3908
S 1.7102 -1.0021 2.1507
O 3.0922 1.6717 0.8714
O 2.8662 -1.1669 1.2174
O 0.5994 -0.1723 1.4837
H 0.7198 4.4938 2.4093
H 1.5197 2.8726 5.2814
H 3.5280 2.1082 6.4772
H 4.7510 0.1022 5.6896
H 3.8921 -1.1518 3.7433
O -2.1271 -0.1251 0.6809
S -2.0831 -1.1430 1.8229
C -1.6207 -2.6233 0.9008
C -2.2707 -2.7552 -0.4809
C -1.9073 -1.8219 -1.6682
C -2.9618 -0.7023 -1.8714
S -2.6371 1.0673 -2.1415
O -1.8237 1.7068 -1.0331
C -1.5197 1.0483 -3.5404
C -0.3770 1.8299 -3.4568
C 0.4881 1.8700 -4.5418
C 0.2026 1.1503 -5.6905
C -0.9605 0.3962 -5.7715
C -1.8340 0.3435 -4.6970
C -3.8050 -1.4460 2.1498
C -4.1432 -2.5012 2.9874
C -5.4790 -2.7239 3.2760
C -6.4532 -1.8857 2.7503
C -6.0970 -0.8198 1.9413
C -4.7629 -0.5888 1.6365
H -1.9004 -3.4775 1.5186
H -0.5306 -2.5860 0.8592
H -3.3566 -2.7499 -0.3572
H -2.0316 -3.7753 -0.7947
H -2.0556 -2.4777 -2.5360
H -0.3536 -1.0627 -2.8846
H -3.6704 -0.6787 -1.0441
H -3.5609 -0.9101 -2.7624
H -0.1628 2.3938 -2.5593
H 1.3772 2.4814 -4.4827
H 0.8767 1.1874 -6.5338
H -1.1932 -0.1459 -6.6758
H -2.7430 -0.2343 -4.7760
H -3.3828 -3.1402 3.4142
H -5.7583 -3.5454 3.9190
H -7.4930 -2.0583 2.9859
H -6.8557 -0.1579 1.5505
H -4.4660 0.2556 1.0309
C 0.5163 -2.6046 -1.6935
C -0.4336 -1.4064 -1.8394
O -0.0352 -0.3264 -1.0402
H 0.2498 -3.2813 -0.8861
H 1.5260 -2.2535 -1.4908
H 0.5418 -3.1862 -2.6132
O 1.9854 3.3479 -1.8307
C 1.8792 2.5240 -0.9617
O 0.7687 2.1671 -0.3930
C 3.0731 1.6471 -0.5063
N 2.7284 0.2220 -0.9635
C 3.5741 -0.0917 -2.1386
C 4.8707 0.6355 -1.8312
C 4.3964 1.9508 -1.2150
H 3.9283 1.3255 1.2096
H 1.7012 0.0956 -1.1381
H 2.9202 -0.4137 -0.1232
H 3.0799 0.3141 -3.0242
H 3.6706 -1.1712 -2.2407
H 5.4725 0.7852 -2.7247
H 5.4638 0.0547 -1.1234
H 4.2131 2.7070 -1.9798
H 5.1063 2.3658 -0.5013
```

ΔE to the lowest compared entry with this formula, charge and spin   15.2 kcal/mol
Total charge   +1
Orbital gap   0.325 Eh
E_HOMO   -11.667 eV

[2]
Molecular formula: C5H6FNPS2
Method: DFT, ωB97M-V/def2-TZVPD

Geometry as XYZ:
```
16
C5H6FNPS2 ωB97M-V/def2-TZVPD
C 2.1660 -0.0646 0.6921
C 1.5353 1.1283 0.3731
C 1.4003 -1.2458 0.5724
C 0.1509 1.0927 0.4242
C 0.0441 -1.2453 0.2885
N -0.5577 -0.0207 0.4318
F -1.4115 0.2508 -2.6686
P -2.4056 -0.1180 0.2270
S -3.1098 1.6753 0.3683
S -3.1663 -1.9049 0.1867
H 3.1443 -0.0241 0.9452
H 1.9946 2.0381 0.3071
H 1.9626 -2.2357 0.6116
H -0.2500 2.1118 0.4059
H -0.6511 -2.1654 0.1376
H -0.8461 0.7274 -3.3031
```

ΔE to the lowest compared entry with this formula, charge and spin   0.0 kcal/mol
Total charge   +1
Orbital gap   0.295 Eh
E_HOMO   -13.610 eV

[3]
Molecular formula: C43H32BiCl4N4O6Sb2
Method: DFT, ωB97M-V/def2-TZVPD

Geometry as XYZ:
```
92
C43H32BiCl4N4O6Sb2 ωB97M-V/def2-TZVPD
Bi 0.4033 0.0494 -0.3871
Cl 1.7292 1.5185 -7.7773
C 1.6840 1.3337 -6.0455
C 2.8604 1.0274 -5.3620
C 2.8418 0.8770 -3.9989
Cl 4.3116 0.4953 -3.1693
C 1.6536 1.0171 -3.2296
O 1.7078 0.8663 -1.9510
C 0.4828 1.3410 -3.9594
C -0.8087 1.5887 -3.3270
O -1.0791 1.5408 -2.1408
C 0.5134 1.4903 -5.3544
H 3.7886 0.9031 -5.9018
H -1.6045 1.8802 -4.0391
H -0.4040 1.7276 -5.8780
Cl 6.2393 -2.4443 3.7795
C 4.8176 -1.6448 3.1571
C 4.4610 -0.4033 3.6562
C 3.3398 0.2303 3.1598
Cl 2.8833 1.7708 3.8361
C 2.5303 -0.3315 2.1516
O 1.4624 0.2550 1.7023
C 2.9226 -1.6126 1.6992
C 2.0937 -2.2590 0.6249
O 1.8233 -1.5378 -0.4592
C 4.0483 -2.2547 2.1834
H 5.0482 0.0701 4.4302
H 2.4735 -3.2587 0.3834
H 4.3197 -3.2320 1.8056
C -3.8872 0.3356 2.1537
C -4.4607 1.7646 2.1956
C -3.9312 2.6941 3.2907
Sb -1.8215 3.1283 3.5813
C -1.1773 1.2250 4.3028
C -0.8442 0.0810 3.5868
C -0.4628 -1.0819 4.2383
C -0.4101 -1.1168 5.6259
C -0.7336 0.0156 6.3552
C -1.1061 1.1816 5.6953
C -1.2235 3.2641 1.5281
C -2.0937 3.8345 0.5975
C -1.6420 4.2347 -0.6535
C -0.3111 4.0666 -1.0018
C 0.5685 3.5016 -0.0897
C 0.1198 3.1209 1.1696
Sb -3.0054 -0.1610 0.2419
C -4.6917 0.5277 -0.8599
C -4.5699 1.6915 -1.6134
C -5.6716 2.2243 -2.2727
C -6.9014 1.5883 -2.1913
C -7.0265 0.4174 -1.4563
C -5.9267 -0.1117 -0.7952
C -3.5051 -2.2291 0.2268
C -3.8698 -2.9332 1.3698
C -4.1636 -4.2896 1.2994
C -4.0959 -4.9549 0.0853
C -3.7246 -4.2645 -1.0605
C -3.4290 -2.9112 -0.9867
H -4.6989 -0.3853 2.2783
H -3.1730 0.1452 2.9518
H -5.5455 1.6832 2.3296
H -4.3612 2.2665 1.2291
H -4.2419 2.3377 4.2781
H -4.3938 3.6782 3.1732
H -0.8604 0.0910 2.5083
H -0.2066 -1.9601 3.6576
H -0.1086 -2.0241 6.1342
H -0.6837 0.0011 7.4372
H -1.3288 2.0658 6.2840
H -3.1367 4.0004 0.8465
H -2.3383 4.6688 -1.3610
H 0.0387 4.3614 -1.9836
H 1.6075 3.3518 -0.3565
H 0.8195 2.6795 1.8660
H -3.6049 2.1812 -1.6940
H -5.5652 3.1321 -2.8539
H -7.7602 1.9993 -2.7071
H -7.9828 -0.0880 -1.3998
H -6.0338 -1.0311 -0.2305
H -3.9020 -2.4396 2.3341
H -4.4349 -4.8272 2.1997
H -4.3193 -6.0128 0.0305
H -3.6480 -4.7782 -2.0104
H -3.1203 -2.3894 -1.8857
O 0.7077 -3.5792 2.1260
N 0.7035 -2.6679 1.3400
O -0.2960 -2.0126 1.0618
N -0.7571 -4.6645 -4.8965
C -0.6288 -3.5715 -4.5371
N -0.5101 -2.2950 -4.2323
C -0.5239 -1.8487 -3.0439
N -0.5954 -1.3244 -1.9980
```

ΔE to the lowest compared entry with this formula, charge and spin   11.1 kcal/mol
Total charge   -1
Orbital gap   0.278 Eh
E_HOMO   -5.685 eV

[4]
Molecular formula: CH7Cl3InNO2P
Method: DFT, ωB97M-V/def2-TZVPD

Geometry as XYZ:
```
16
CH7Cl3InNO2P ωB97M-V/def2-TZVPD
N 2.3236 -1.1602 1.1418
P 1.7232 -1.1036 -0.3055
O 2.7443 -1.8667 -1.3760
O 1.9896 0.3691 -0.9785
In -0.7447 -1.7781 -0.5386
H 1.6491 -1.4966 1.8109
H 2.3637 -2.7141 -1.6249
H 2.8080 0.3846 -1.4815
H -1.1418 -1.8995 -2.2505
H -0.9429 -3.3206 0.2790
H -1.6856 -0.5580 0.2509
C -2.1737 3.1240 1.0347
Cl -0.7489 2.2911 0.4731
Cl -3.4231 3.2028 -0.2220
Cl -2.8287 2.3821 2.5037
H -1.9120 4.1435 1.2835
```

ΔE to the lowest compared entry with this formula, charge and spin   0.0 kcal/mol
Total charge   -1
Orbital gap   0.271 Eh
E_HOMO   -4.638 eV

[5]
Molecular formula: C20H43CrN2OP2
Method: DFT, ωB97M-V/def2-TZVPD

Geometry as XYZ:
```
69
C20H43CrN2OP2 ωB97M-V/def2-TZVPD
Cr 0.0911 0.0666 -0.0335
P 0.1409 1.7401 1.5964
P 0.3379 -1.4706 -1.7909
N 1.0489 1.3216 -1.1666
C 1.1664 2.9743 0.6993
H 0.8149 3.9947 0.9029
H 2.1947 2.8916 1.0791
C 1.1865 2.7174 -0.8197
H 0.4089 3.3278 -1.3318
H 2.1442 3.0911 -1.2376
C 1.2866 1.0623 -2.5662
H 2.2379 1.5534 -2.8581
H 0.5162 1.5638 -3.1940
C 1.3725 -0.4380 -2.9067
H 2.4162 -0.7615 -2.7849
H 1.0923 -0.5993 -3.9564
C -1.1704 -1.8298 -2.7904
C -2.3028 -2.4073 -1.9408
H -3.1906 -2.4968 -2.5818
H -2.5684 -1.7571 -1.1002
H -2.0629 -3.4071 -1.5579
C 1.2597 -3.0315 -1.4671
C 0.4003 -4.1100 -0.8008
H 1.0614 -4.9267 -0.4770
H -0.3289 -4.5472 -1.4971
H -0.1269 -3.7383 0.0874
C 0.9973 1.3461 3.1764
C 0.1180 0.5518 4.1476
H 0.7489 0.1924 4.9734
H -0.3400 -0.3272 3.6752
H -0.6714 1.1731 4.5940
C -1.4397 2.6282 1.9268
C -2.5508 1.6802 2.3793
H -3.4801 2.2620 2.4497
H -2.3465 1.2517 3.3684
H -2.7238 0.8682 1.6646
C -1.6370 0.5317 -0.5787
O -2.6685 0.9111 -1.0038
C 2.0024 -3.5840 -2.6906
H 1.3122 -3.9900 -3.4399
H 2.6413 -2.8345 -3.1692
H 2.6485 -4.4063 -2.3558
C 1.6330 2.5624 3.8619
H 2.2476 2.2017 4.6972
H 2.2859 3.1292 3.1900
H 0.8766 3.2402 4.2753
C -1.2999 3.8222 2.8755
H -2.2339 4.3987 2.8269
H -1.1690 3.5040 3.9184
H -0.4829 4.4984 2.5953
C -0.9114 -2.6838 -4.0353
H -0.7375 -3.7380 -3.7818
H -1.8142 -2.6458 -4.6603
H -0.0773 -2.3131 -4.6439
H -1.4772 -0.8232 -3.1233
H -1.7083 3.0115 0.9273
H 2.0123 -2.6995 -0.7293
H 1.8088 0.6779 2.8360
H 2.0002 -0.0272 0.2163
H 1.6614 -0.5978 0.7226
C -1.6805 -3.1198 4.0674
C -1.9082 -3.1375 2.5452
C -1.1863 -2.1135 1.8355
N -0.5393 -1.3336 1.2590
H -0.6367 -3.3472 4.3099
H -2.3074 -3.8670 4.5643
H -1.9296 -2.1421 4.4958
H -1.6121 -4.1183 2.1382
H -2.9797 -3.0031 2.3290
```

Total charge   +2
Orbital gap (spin up / spin down)   0.332 / 0.254 Eh
E_HOMO (spin up / spin down)   -14.897 / -14.678 eV
2S+1   4
<S²>   3.81

[6]
Molecular formula: C12H41N12O12
Method: DFT, ωB97M-V/def2-TZVPD

Geometry as XYZ:
```
77
C12H41N12O12 ωB97M-V/def2-TZVPD
O -1.1805 -0.6778 0.2095
C -0.3857 0.2485 -0.2400
O 0.7761 0.3339 0.2296
O -0.9272 1.0945 -1.0183
H -0.4790 -1.0006 0.7798
C -2.2890 4.3832 -0.6157
O -2.5532 3.2308 0.2329
H -2.9646 5.2098 -0.3960
H -1.2490 4.5927 -0.3653
H -2.3558 4.1989 -1.6879
H -2.0249 2.5157 -0.1292
C 4.8247 -0.1343 -1.0528
O 4.8011 -1.3946 -0.9838
N 3.9248 0.5880 -0.5494
N 5.7768 0.5506 -1.6049
H 4.0549 1.5884 -0.5987
H 3.0418 0.1679 -0.2965
H 5.6782 1.5525 -1.5242
H 6.6109 0.0776 -1.9224
C 1.3970 3.6671 -2.0823
O 1.9662 4.6236 -2.5046
N 1.8205 2.9000 -1.0924
N 0.3122 3.1425 -2.5904
H 1.1725 2.1892 -0.7843
H 2.7748 2.9887 -0.7739
H -0.1491 2.3910 -2.0980
H -0.2702 3.6253 -3.2596
C -0.3504 -4.1872 -1.5503
O 0.7771 -4.0959 -1.0822
N -1.2299 -3.2879 -1.2011
N -0.7580 -5.2360 -2.1924
H -0.9272 -2.4543 -0.7178
H -2.1715 -3.2116 -1.5582
H -0.0246 -5.8945 -2.4129
H -1.6997 -5.5552 -2.0149
C 2.8113 3.1441 2.7416
O 3.9108 3.1379 2.2558
N 2.4272 3.8109 3.8036
N 1.7656 2.5842 2.2418
H 1.5308 3.4979 4.1479
H 3.1513 4.1696 4.4094
H 1.7632 2.0505 1.3843
H 0.8856 2.9668 2.5571
C -5.0035 -0.0880 0.0077
O -6.1447 -0.3344 0.3553
N -3.9304 -0.6406 0.5767
N -4.6758 0.8823 -0.8369
H -4.0185 -1.1340 1.4536
H -3.0408 -0.4547 0.1360
H -3.7731 1.2487 -1.1032
H -5.5299 1.3126 -1.1618
C -3.3320 0.4560 -3.7753
O -4.1009 0.1058 -4.6555
N -2.8689 1.6944 -3.5714
N -2.7542 -0.3744 -2.8993
H -3.1593 2.4089 -4.2236
H -2.0562 1.8732 -2.9992
H -3.1804 -1.2843 -3.0014
H -2.1098 -0.1569 -2.1526
C -0.8438 -4.7379 2.5512
C -0.3778 -3.6745 3.5886
O -0.9848 -2.4101 3.2107
H -0.7257 -5.7242 3.0000
H -0.3338 -4.7007 1.5886
H -1.9023 -4.6017 2.3296
H 0.7008 -3.7160 3.4366
H -0.6318 -3.8766 4.6291
H -0.3224 -1.7403 3.3954
C 2.2568 -2.3484 1.1769
C 2.7223 -1.2695 2.3339
O 1.6357 -0.4438 2.6982
H 1.9498 -1.8558 0.2543
H 1.4592 -2.9591 1.5998
H 2.9912 -3.1046 0.8994
H 3.5857 -0.7299 1.9446
H 3.1257 -1.6877 3.2562
H 1.4073 -0.0253 1.8650
```

Total charge   -1
Orbital gap   0.354 Eh
E_HOMO   -7.161 eV